No. 1
92
Properties=species:S:1:pos:R:3:forces:R:3 method="wB97M-V/def2-TZVPD" lumo_ev=0.0 gap_ha=0.25314
Ca -1.252 -0.232 -1.257 0.14 -0.13 0.72
Te 2.246 -1.559 2.754 0.01 0.15 -0.06
C 3.939 -0.330 3.084 -0.04 -0.07 -0.01
C 3.937 1.027 2.809 -0.01 0.04 -0.03
C 5.102 1.754 2.997 0.03 -0.01 0.00
N 6.244 1.231 3.443 -0.02 -0.02 0.00
C 6.230 -0.072 3.720 0.00 0.04 0.00
C 5.121 -0.888 3.558 0.01 -0.02 0.00
C 1.200 -0.416 1.371 -0.08 -0.20 0.06
P -0.403 0.280 1.615 0.06 0.16 -0.28
C -0.323 2.116 1.776 -0.08 -0.03 0.19
C 0.799 2.843 1.402 0.01 -0.03 -0.07
C 0.783 4.234 1.416 -0.01 0.00 -0.01
C -0.361 4.913 1.803 0.00 0.00 0.00
C -1.498 4.196 2.164 0.00 -0.01 -0.01
C -1.479 2.811 2.138 0.02 0.01 0.02
C -0.936 -0.234 3.280 -0.07 0.00 -0.06
C -0.618 0.487 4.427 -0.01 -0.01 0.02
C -0.983 0.010 5.678 0.00 -0.01 -0.01
C -1.660 -1.195 5.796 0.00 0.02 0.00
C -1.976 -1.925 4.658 0.00 -0.01 -0.01
C -1.620 -1.441 3.409 0.00 0.00 -0.02
P 1.550 -0.461 -0.339 -0.12 0.10 -0.08
C 3.280 0.050 -0.589 -0.04 -0.01 0.01
C 3.547 1.364 -0.966 0.01 -0.01 0.00
C 4.853 1.833 -1.007 0.00 0.01 0.00
C 5.903 0.989 -0.675 -0.01 0.01 0.01
C 5.647 -0.329 -0.319 0.00 0.00 0.02
C 4.342 -0.797 -0.278 0.00 -0.01 -0.01
C 1.488 -2.168 -1.000 0.00 0.01 -0.01
C 0.600 -3.080 -0.429 0.00 0.00 0.00
C 0.327 -4.290 -1.054 0.00 -0.01 0.00
C 0.943 -4.606 -2.255 0.01 -0.01 0.01
C 1.835 -3.709 -2.829 0.01 0.03 0.01
C 2.101 -2.496 -2.212 -0.01 -0.02 0.00
H 3.042 1.508 2.441 -0.01 0.02 -0.02
H 5.119 2.816 2.774 0.00 0.00 0.00
H 7.163 -0.491 4.085 0.00 0.00 0.00
H 5.196 -1.945 3.783 0.01 0.00 0.00
H 1.684 2.309 1.078 0.04 -0.01 0.03
H 1.670 4.785 1.126 0.00 0.00 0.00
H -0.372 5.995 1.823 0.00 0.00 0.00
H -2.396 4.720 2.466 0.00 0.00 0.00
H -2.371 2.255 2.413 0.00 0.02 0.02
H -0.075 1.420 4.341 0.00 0.00 0.01
H -0.726 0.576 6.565 0.00 0.00 0.00
H -1.936 -1.569 6.774 0.00 0.00 0.00
H -2.496 -2.871 4.747 0.00 0.00 0.00
H -1.856 -2.012 2.516 0.00 0.00 0.01
H 2.724 2.021 -1.224 0.00 0.01 0.00
H 5.051 2.858 -1.296 0.00 0.00 0.00
H 6.921 1.357 -0.690 0.00 0.00 -0.01
H 6.465 -0.987 -0.056 0.00 0.00 0.00
H 4.143 -1.820 0.020 0.00 0.00 0.00
H 0.128 -2.832 0.517 0.00 0.00 0.00
H -0.371 -4.985 -0.605 0.00 0.00 0.00
H 0.722 -5.544 -2.748 0.00 0.00 0.00
H 2.318 -3.950 -3.767 0.00 0.00 0.00
H 2.784 -1.793 -2.675 0.01 0.00 0.00
F -0.389 -0.459 -6.648 -0.02 -0.03 0.00
C 0.083 0.024 -5.514 0.03 -0.01 0.05
F 1.031 -0.777 -5.046 0.03 0.02 0.01
F 0.595 1.233 -5.729 -0.02 0.01 -0.02
S -1.273 0.189 -4.260 0.00 0.16 -0.13
O -0.711 1.068 -3.243 -0.03 0.02 0.05
O -2.434 0.640 -4.963 0.07 0.02 -0.04
N -1.393 -1.211 -3.523 -0.22 0.11 -0.02
S -2.398 -2.339 -4.080 -0.15 -0.36 -0.14
O -2.404 -2.402 -5.505 0.00 0.01 0.06
O -2.230 -3.507 -3.281 0.04 0.09 0.03
C -4.101 -1.693 -3.598 0.03 0.00 -0.01
F -4.773 -2.647 -2.958 -0.02 -0.04 0.00
F -4.794 -1.329 -4.664 0.01 0.02 -0.02
F -4.010 -0.637 -2.770 0.00 0.03 -0.02
C -4.203 -3.416 0.572 -0.01 0.00 -0.01
C -3.764 -2.004 0.325 -0.03 0.09 0.02
N -4.456 -1.014 0.901 0.01 0.03 -0.01
O -2.803 -1.762 -0.407 0.31 0.10 -0.19
H -4.919 -3.501 1.386 0.00 -0.01 0.00
H -3.323 -4.022 0.780 0.00 0.00 0.01
H -4.650 -3.795 -0.349 0.00 0.00 0.00
H -5.212 -1.194 1.536 0.01 -0.01 0.01
H -4.150 -0.064 0.748 -0.01 0.00 0.01
C -4.457 4.495 -2.437 0.00 -0.01 0.00
C -3.507 3.391 -2.908 0.01 0.02 0.00
C -3.245 2.409 -1.862 0.05 -0.02 -0.04
N -3.029 1.629 -1.047 0.07 -0.15 -0.02
H -4.615 5.204 -3.247 0.00 0.00 0.00
H -4.040 5.031 -1.586 0.00 0.00 0.00
H -5.423 4.082 -2.149 0.00 0.00 0.00
H -2.540 3.798 -3.208 0.01 -0.01 0.01
H -3.903 2.848 -3.767 0.00 -0.02 0.01

No. 2
80
Properties=species:S:1:pos:R:3:forces:R:3 method="wB97M-V/def2-TZVPD" total_charge=-1 lumo_ev=2.0 gap_ha=0.18714
Cu -1.943 0.458 0.302 -0.09 0.06 0.08
C -5.092 -0.289 -2.254 -0.13 0.11 -0.04
C -3.706 0.203 -1.895 0.02 0.19 -0.25
O -3.057 -0.562 -1.067 0.08 -0.17 -0.31
C -3.233 1.356 -2.450 -0.12 0.02 0.20
C -1.858 1.849 -2.167 -0.18 0.23 0.10
C -0.756 1.250 -3.000 -0.05 -0.23 0.05
N -1.523 2.788 -1.358 -0.05 -0.15 0.20
N -2.515 3.512 -0.714 -0.39 -0.06 -0.10
C -3.042 3.079 0.391 0.12 0.20 0.04
O -2.805 2.022 1.078 0.30 -0.08 -0.17
C -4.096 3.982 1.006 0.01 0.10 -0.25
C -4.553 5.151 0.390 0.00 -0.06 0.07
C -5.560 5.913 0.973 0.06 -0.06 0.01
C -6.131 5.521 2.184 0.10 -0.01 -0.16
C -5.677 4.364 2.801 0.07 0.01 -0.03
C -4.669 3.603 2.213 -0.12 -0.03 0.22
H -5.620 -0.574 -1.339 0.03 0.02 -0.07
H -5.017 -1.179 -2.888 -0.01 0.01 0.06
H -5.670 0.474 -2.784 0.05 -0.11 0.03
H -3.882 1.984 -3.058 0.04 -0.10 0.12
H -0.829 1.621 -4.030 -0.02 -0.02 0.04
H -0.870 0.163 -3.039 0.04 0.36 -0.01
H 0.221 1.503 -2.599 0.19 0.08 0.07
H -4.107 5.436 -0.555 -0.01 -0.01 0.05
H -5.904 6.818 0.479 0.02 -0.09 0.04
H -6.927 6.107 2.631 0.04 0.00 0.00
H -6.109 4.050 3.746 0.02 -0.01 -0.06
H -4.311 2.692 2.678 -0.03 0.08 -0.07
O 1.114 1.044 1.382 0.15 -0.05 0.04
P 2.276 0.151 1.218 -0.20 -0.16 0.01
C 1.910 -1.633 1.022 -0.21 0.27 -0.08
P 0.298 -2.073 0.267 0.10 0.02 -0.15
O -0.864 -1.306 0.763 0.14 -0.07 0.37
C 0.158 -3.830 0.713 -0.04 0.02 0.18
C 0.031 -4.135 2.071 -0.06 -0.06 0.04
C -0.137 -5.448 2.487 0.03 0.19 0.00
C -0.193 -6.469 1.547 0.00 -0.03 0.01
C -0.089 -6.173 0.198 0.03 0.10 -0.10
C 0.087 -4.856 -0.220 0.06 -0.12 -0.08
C 0.479 -2.043 -1.512 -0.14 -0.08 -0.20
C 1.695 -2.041 -2.188 0.01 -0.01 -0.03
C 1.713 -2.116 -3.575 0.01 0.03 0.02
C 0.519 -2.211 -4.279 -0.08 -0.04 0.05
C -0.698 -2.194 -3.605 0.12 -0.15 -0.05
C -0.729 -2.102 -2.220 0.14 -0.02 0.11
C 3.331 0.622 -0.168 0.07 0.09 0.01
C 3.105 1.890 -0.692 -0.08 0.13 -0.14
C 3.915 2.365 -1.721 -0.10 -0.02 0.06
C 4.944 1.579 -2.217 -0.01 0.02 0.01
C 5.180 0.317 -1.682 -0.06 -0.05 0.07
C 4.378 -0.158 -0.654 0.10 -0.02 -0.05
C 3.382 0.192 2.657 0.05 0.14 0.00
C 3.282 1.314 3.476 0.00 0.03 0.11
C 4.138 1.462 4.564 -0.14 0.04 -0.13
C 5.095 0.495 4.831 0.05 -0.07 0.02
C 5.193 -0.629 4.021 -0.09 -0.05 -0.12
C 4.338 -0.779 2.934 0.14 -0.08 0.11
H 1.846 -2.020 2.037 0.05 -0.14 0.14
H 2.715 -2.160 0.505 -0.02 -0.04 0.08
H 0.029 -3.329 2.801 0.01 -0.09 -0.03
H -0.238 -5.674 3.541 0.00 0.02 -0.02
H -0.327 -7.496 1.869 0.00 0.04 -0.02
H -0.152 -6.966 -0.536 0.01 0.03 0.00
H 0.163 -4.629 -1.278 -0.01 -0.02 0.06
H 2.634 -1.964 -1.648 -0.11 -0.02 -0.09
H 2.659 -2.085 -4.105 -0.05 -0.03 0.03
H 0.538 -2.285 -5.361 -0.01 0.05 0.06
H -1.631 -2.225 -4.157 0.05 0.02 0.04
H -1.675 -1.986 -1.688 0.02 -0.01 -0.08
H 2.284 2.487 -0.298 0.10 -0.13 -0.12
H 3.733 3.349 -2.137 -0.01 -0.06 0.02
H 5.566 1.948 -3.024 -0.02 -0.02 0.04
H 5.988 -0.292 -2.067 -0.01 -0.01 0.01
H 4.576 -1.140 -0.228 0.01 0.11 -0.07
H 2.517 2.051 3.254 0.07 -0.05 0.04
H 4.054 2.332 5.204 -0.01 -0.02 -0.04
H 5.764 0.610 5.677 -0.05 -0.01 -0.05
H 5.930 -1.392 4.238 -0.01 0.02 -0.02
H 4.418 -1.664 2.308 0.02 0.07 0.07

No. 3
75
Properties=species:S:1:pos:R:3:forces:R:3 method="wB97M-V/def2-TZVPD" s2=2.033 total_charge=+1 lumo_ev="-2.7 / -3.0" multiplicity=3 gap_ha="0.25051 / 0.27626"
Ni 0.830 -0.382 -0.421 -0.20 0.44 0.33
C -3.784 1.288 0.218 0.19 0.01 -0.02
C -4.798 0.325 0.624 0.00 -0.08 -0.01
C -4.460 -0.873 1.095 -0.08 -0.02 0.01
C -3.054 -1.323 1.267 0.08 0.12 -0.14
N -2.098 -0.336 0.715 0.09 0.13 0.19
C -2.503 0.937 0.258 -0.11 -0.03 -0.03
C -1.496 -2.687 1.843 -0.18 0.39 0.04
C -0.899 -3.951 2.343 -0.05 -0.07 0.07
C 0.406 -4.210 2.314 -0.04 -0.08 0.04
C 1.358 -3.203 1.869 -0.02 0.23 -0.04
C 0.898 -2.022 1.461 0.15 -0.30 0.25
N -0.480 -1.736 1.381 0.43 -0.24 -0.01
H -4.052 2.278 -0.115 -0.02 0.02 -0.02
H -5.841 0.590 0.527 -0.03 0.01 0.01
H -5.221 -1.585 1.377 -0.01 0.01 0.04
H -1.674 1.571 -0.020 -0.03 0.06 -0.01
H -1.594 -4.685 2.721 -0.03 -0.01 -0.02
H 0.776 -5.160 2.672 0.01 -0.03 0.00
H 2.421 -3.370 1.948 0.02 0.00 0.00
H 1.551 -1.154 1.316 -0.01 -0.07 -0.05
C -4.090 -3.728 2.435 0.00 -0.01 -0.02
C -3.563 -2.757 3.263 0.00 0.02 0.06
C -2.546 -1.847 2.670 -0.07 -0.15 0.04
C -0.792 -0.594 0.749 0.07 -0.31 -0.25
C -2.619 -2.746 0.747 -0.15 -0.08 0.01
C -3.638 -3.761 1.131 0.00 0.00 -0.02
H -4.831 -4.430 2.790 -0.03 -0.03 0.02
H -3.857 -2.647 4.295 -0.01 0.01 0.03
H -2.146 -1.108 3.360 0.02 0.02 0.00
H -2.293 -2.811 -0.290 0.03 0.02 -0.01
H -3.995 -4.476 0.406 -0.01 -0.03 -0.03
C 4.558 1.074 0.188 -0.02 -0.11 0.06
C 4.622 2.357 -0.594 0.02 0.03 -0.03
C 5.816 3.069 -0.633 -0.01 0.00 0.00
C 5.930 4.246 -1.356 0.01 0.01 0.00
C 4.841 4.734 -2.059 0.05 0.03 0.00
C 3.643 4.040 -2.028 -0.11 0.06 -0.09
C 3.525 2.859 -1.305 0.16 -0.01 0.23
Sb 1.715 1.779 -1.354 -0.15 -0.09 -0.20
C 0.269 3.300 -1.600 0.09 0.11 0.04
C 0.501 4.550 -1.031 0.04 0.06 0.04
C -0.461 5.546 -1.093 -0.05 0.00 -0.03
C -1.666 5.290 -1.729 0.02 0.00 0.00
C -1.904 4.043 -2.285 0.01 0.00 0.02
C -0.950 3.030 -2.227 -0.06 -0.10 -0.05
C -1.263 1.692 -2.842 -0.06 -0.08 -0.04
C 1.817 0.993 -3.327 0.07 -0.06 -0.08
C 1.842 1.841 -4.426 0.02 0.14 -0.07
C 1.825 1.344 -5.720 0.00 -0.02 0.02
C 1.785 -0.027 -5.921 0.00 0.00 0.00
C 1.774 -0.883 -4.830 -0.01 0.03 -0.05
C 1.788 -0.390 -3.529 0.00 -0.12 -0.02
C 1.808 -1.398 -2.402 -0.01 -0.22 0.13
H 5.500 0.888 0.700 0.00 0.00 0.00
H 4.371 0.216 -0.465 0.01 0.01 -0.01
H 3.767 1.093 0.942 0.01 0.03 -0.01
H 6.672 2.693 -0.086 0.01 -0.01 0.01
H 6.870 4.780 -1.367 0.02 0.01 -0.01
H 4.922 5.652 -2.624 -0.01 0.02 -0.02
H 2.792 4.439 -2.566 0.00 -0.02 -0.02
H 1.441 4.762 -0.536 -0.01 -0.03 0.01
H -0.268 6.512 -0.649 0.00 0.03 0.01
H -2.425 6.059 -1.791 -0.01 0.02 0.01
H -2.848 3.845 -2.777 -0.03 0.00 -0.01
H -2.340 1.549 -2.918 -0.01 -0.01 -0.01
H -0.865 0.861 -2.247 -0.04 0.04 0.00
H -0.832 1.595 -3.841 -0.03 0.03 0.02
H 1.859 2.916 -4.280 0.01 0.01 0.02
H 1.838 2.021 -6.563 0.00 0.02 -0.02
H 1.770 -0.432 -6.923 0.00 -0.01 -0.02
H 1.760 -1.953 -4.995 0.00 -0.03 0.00
H 2.027 -2.397 -2.780 0.11 0.04 0.01
H 0.819 -1.580 -1.902 0.03 0.23 -0.25
H 2.592 -1.185 -1.658 -0.09 0.00 -0.02

ΔE to the lowest compared entry with this formula, charge and spin (computed, kcal/mol): 0.0, 25.7, 111.8